(1)
72
Properties=species:S:1:pos:R:3:lowdin_charge:R:1 method="wB97M-V/def2-TZVPD" multiplicity=7 total_energy_ha=-7398.95149 total_charge=+4 orbital_gap_ev="6.79 / 4.54" lumo_energy_ev="-12.46 / -14.58"
I -2.948 0.853 -3.786 0.609
I -0.517 -0.331 -5.774 0.330
Yb 1.217 -1.416 -3.825 0.965
Fe -0.291 -0.633 -0.838 -0.114
S -1.031 -1.993 -2.386 0.528
S 0.478 0.777 -2.336 0.460
C -0.903 -1.752 0.450 -0.188
C -1.463 -3.783 -2.380 -0.870
C 1.769 2.040 -2.021 -0.894
C -1.310 -4.347 -3.796 -0.080
C -0.536 -4.485 -1.403 -0.081
C -2.920 -3.894 -1.962 -0.081
C 2.425 2.387 -3.355 -0.082
C 2.784 1.507 -1.034 -0.108
C 1.047 3.257 -1.474 -0.098
C 2.266 -3.740 -3.682 0.001
C 3.739 -1.042 -3.480 0.004
O -1.676 -2.303 1.153 0.186
O 2.706 -4.807 -3.696 0.202
O 4.872 -0.831 -3.397 0.195
H -0.258 -4.325 -4.111 0.043
H -1.879 -3.745 -4.514 0.092
H -1.669 -5.393 -3.825 0.130
H 0.495 -4.445 -1.782 0.058
H -0.850 -5.535 -1.299 0.127
H -0.561 -3.984 -0.428 0.057
H -3.086 -3.466 -0.969 0.082
H -3.229 -4.945 -1.964 0.119
H -3.558 -3.330 -2.650 0.096
H 3.118 3.241 -3.251 0.126
H 1.666 2.631 -4.102 0.093
H 2.985 1.530 -3.744 0.050
H 3.504 2.295 -0.762 0.121
H 3.317 0.645 -1.455 0.058
H 2.276 1.161 -0.122 0.005
H 1.745 4.089 -1.335 0.116
H 0.550 3.056 -0.519 0.035
H 0.250 3.569 -2.160 0.100
C 1.399 -1.872 4.777 -0.013
C 1.787 -2.208 3.477 -0.028
C 1.395 -1.398 2.405 -0.130
C 0.620 -0.264 2.674 -0.372
C 0.287 0.125 3.974 -0.097
C 0.662 -0.712 5.034 -0.015
As 0.082 0.827 1.098 1.351
C -1.876 1.074 1.143 -0.407
C -2.521 1.471 -0.035 -0.155
C -3.909 1.356 -0.114 -0.075
C -4.641 0.987 1.013 -0.019
C -3.990 0.682 2.214 -0.009
C -2.588 0.696 2.282 -0.078
C 0.621 2.547 2.036 -0.283
C -0.311 3.557 2.307 -0.029
C 0.062 4.660 3.098 0.076
C 1.363 4.772 3.599 0.053
C 2.298 3.776 3.305 0.018
C 1.935 2.667 2.528 -0.002
H 1.688 -2.524 5.606 0.137
H 2.390 -3.100 3.272 0.131
H 1.678 -1.648 1.380 0.089
H -0.249 1.058 4.163 0.111
H 0.372 -0.435 6.055 0.137
H -1.952 1.791 -0.921 0.046
H -4.399 1.546 -1.085 0.083
H -5.734 0.948 0.964 0.136
H -4.558 0.424 3.115 0.136
H -2.064 0.416 3.193 0.096
H -1.328 3.468 1.916 0.121
H -0.683 5.430 3.316 0.156
H 1.644 5.634 4.206 0.154
H 3.325 3.859 3.690 0.148
H 2.668 1.877 2.328 0.136

***

(2)
12
Properties=species:S:1:pos:R:3:lowdin_charge:R:1 method="wB97M-V/def2-TZVPD" multiplicity=1 total_energy_ha=-244.62187 orbital_gap_ev=10.15 relative_energy_ev=1.4558 lumo_energy_ev=0.99
H -2.659 1.563 1.047 0.030
N -1.919 1.743 0.372 0.059
C -1.060 0.810 0.414 -0.332
N 0.027 0.787 -0.425 -0.071
N 1.153 0.038 -0.138 -0.142
C 1.003 -1.368 -0.495 -0.131
H -1.100 -0.067 1.080 0.122
H 0.182 1.643 -0.930 0.129
H 1.408 0.121 0.851 0.110
H 1.894 -1.918 -0.167 0.075
H 0.928 -1.486 -1.596 0.084
H 0.143 -1.867 -0.014 0.066

***

(3)
113
Properties=species:S:1:pos:R:3:lowdin_charge:R:1 method="wB97M-V/def2-TZVPD" multiplicity=1 total_energy_ha=-6703.68276 orbital_gap_ev=5.80 relative_energy_ev=0.4226 lumo_energy_ev=-0.88
K -0.852 -1.069 -0.713 0.776
C 4.968 -5.863 0.732 -0.056
C 4.016 -4.816 0.221 -0.267
C 4.410 -3.561 -0.081 -0.002
C 3.490 -2.584 -0.604 -0.105
C 3.784 -1.330 -1.082 -0.033
N 4.900 -0.594 -1.060 0.043
C 6.071 -0.768 -0.204 -0.167
C 5.785 -0.638 1.294 -0.154
C 5.466 0.776 1.784 -0.166
N 4.236 1.338 1.226 0.049
C 2.993 0.863 1.378 -0.033
C 2.429 0.088 2.364 -0.101
C 2.982 -0.160 3.674 0.004
C 2.271 -0.777 4.640 -0.265
C 2.798 -0.975 6.038 -0.053
C 0.955 -1.261 4.306 0.028
C 0.384 -1.135 3.089 -0.095
C -0.933 -1.764 2.837 -0.112
N -1.252 -2.225 1.707 0.032
C -2.574 -2.820 1.552 -0.222
C -2.516 -4.266 1.057 -0.159
C -2.054 -4.440 -0.393 -0.206
N -0.702 -3.921 -0.558 0.032
C 0.261 -4.720 -0.395 -0.108
C 1.675 -4.293 -0.373 -0.092
C 2.623 -5.153 0.058 0.023
C 2.059 -2.924 -0.755 -0.296
O 1.245 -2.108 -1.173 -0.084
C 1.074 -0.384 2.030 -0.304
O 0.550 -0.150 0.939 -0.127
H 5.984 -5.473 0.796 0.073
H 4.983 -6.737 0.076 0.081
H 4.677 -6.212 1.727 0.081
H 5.456 -3.310 0.042 0.096
H 2.949 -0.844 -1.582 0.123
H 4.826 0.288 -1.538 0.131
H 6.799 -0.016 -0.512 0.124
H 6.526 -1.735 -0.404 0.103
H 6.675 -0.975 1.832 0.123
H 4.966 -1.310 1.571 0.109
H 6.274 1.460 1.524 0.124
H 5.410 0.767 2.866 0.094
H 4.357 1.918 0.412 0.131
H 2.311 1.148 0.581 0.112
H 3.960 0.225 3.928 0.097
H 3.731 -0.433 6.185 0.074
H 2.984 -2.032 6.248 0.082
H 2.080 -0.620 6.780 0.081
H 0.399 -1.793 5.076 0.126
H -1.606 -1.847 3.703 0.130
H -3.104 -2.209 0.814 0.063
H -3.140 -2.787 2.493 0.112
H -3.519 -4.689 1.144 0.113
H -1.855 -4.848 1.708 0.111
H -2.723 -3.879 -1.052 0.115
H -2.122 -5.501 -0.662 0.111
H 0.091 -5.790 -0.196 0.127
H 2.311 -6.160 0.331 0.123
Cl -6.972 -2.351 -4.827 0.618
C -5.800 -1.830 -3.637 -0.681
C -6.147 -1.855 -2.277 -0.139
C -5.247 -1.456 -1.330 -0.556
Cl -5.732 -1.482 0.346 0.691
C -3.909 -0.993 -1.643 -0.429
O -3.093 -0.633 -0.758 -0.272
C -3.616 -0.991 -3.056 -0.124
C -2.323 -0.583 -3.579 -0.233
O -1.346 -0.212 -2.950 -0.153
C -4.562 -1.403 -4.012 -0.087
H -7.133 -2.188 -1.979 0.101
H -2.258 -0.624 -4.686 0.124
H -4.292 -1.378 -5.063 0.109
C -1.847 5.970 -1.832 -0.214
Si -2.850 4.427 -2.228 0.255
C -4.598 4.765 -1.658 -0.232
C -2.938 4.230 -4.097 -0.232
As -2.102 2.348 -1.386 0.906
Si -2.629 2.783 0.862 0.256
C -2.417 4.561 1.418 -0.215
C -1.671 1.730 2.067 -0.200
C -4.423 2.289 1.013 -0.214
Si 0.200 2.803 -1.653 0.293
C 0.445 3.772 -3.241 -0.222
C 0.977 3.725 -0.209 -0.209
C 1.283 1.273 -1.924 -0.229
H -1.900 6.671 -2.672 0.036
H -0.794 5.753 -1.640 -0.012
H -2.246 6.469 -0.946 0.022
H -4.937 5.698 -2.121 0.035
H -4.682 4.872 -0.575 0.006
H -5.274 3.963 -1.971 0.036
H -3.849 4.701 -4.481 0.028
H -2.964 3.174 -4.374 0.018
H -2.083 4.690 -4.598 0.018
H -1.435 4.958 1.145 0.016
H -2.518 4.617 2.507 0.033
H -3.174 5.213 0.975 0.009
H -0.614 2.006 2.122 0.020
H -1.730 0.676 1.785 0.015
H -2.114 1.854 3.061 0.044
H -5.005 2.606 0.146 0.012
H -4.879 2.718 1.910 0.037
H -4.491 1.198 1.064 0.007
H 0.255 4.844 -3.147 0.015
H -0.227 3.376 -4.008 0.024
H 1.470 3.633 -3.600 0.032
H 0.787 4.800 -0.258 0.021
H 2.063 3.575 -0.202 0.016
H 0.579 3.361 0.743 0.008
H 1.040 0.786 -2.874 0.041
H 1.167 0.520 -1.140 -0.029
H 2.332 1.602 -1.964 0.028

***

(4)
60
Properties=species:S:1:pos:R:3:lowdin_charge:R:1 method="wB97M-V/def2-TZVPD" multiplicity=1 total_energy_ha=-1689.91399 total_charge=+1 orbital_gap_ev=7.75 relative_energy_ev=0.5669 lumo_energy_ev=-2.27
W -0.733 0.301 0.028 1.697
C -0.772 1.195 -2.880 -0.126
C -2.209 0.930 -2.465 -0.108
O -2.277 -0.077 -1.439 -0.284
C -2.587 -1.415 -1.834 -0.108
C -1.355 -2.019 -2.477 -0.135
O -0.239 -1.537 -1.722 -0.225
C 0.811 -2.494 -1.514 -0.130
C 0.575 -3.153 -0.171 -0.131
O 0.326 -2.118 0.764 -0.238
C 1.311 -1.837 1.738 -0.155
C 2.373 -0.962 1.110 -0.133
O 1.697 -0.030 0.240 -0.250
C 2.601 0.994 -0.218 -0.140
C 2.420 2.223 0.650 -0.151
O 1.041 2.501 0.755 -0.159
C 0.513 3.407 -0.193 -0.171
C 0.468 2.885 -1.629 -0.121
O 0.038 1.501 -1.720 -0.281
H -0.734 2.022 -3.589 0.142
H -0.319 0.322 -3.344 0.123
H -2.788 0.617 -3.336 0.149
H -2.664 1.817 -2.025 0.146
H -3.454 -1.414 -2.494 0.151
H -2.844 -1.923 -0.909 0.129
H -1.231 -1.714 -3.520 0.135
H -1.407 -3.108 -2.444 0.142
H 1.742 -1.930 -1.526 0.127
H 0.833 -3.222 -2.327 0.141
H 1.416 -3.784 0.125 0.147
H -0.324 -3.774 -0.203 0.143
H 1.744 -2.751 2.151 0.143
H 0.784 -1.305 2.531 0.138
H 3.074 -1.545 0.505 0.137
H 2.936 -0.424 1.875 0.142
H 2.349 1.180 -1.259 0.117
H 3.624 0.618 -0.177 0.141
H 2.981 3.077 0.259 0.143
H 2.771 2.021 1.663 0.139
H 1.099 4.333 -0.206 0.142
H -0.489 3.633 0.155 0.119
H 1.436 2.952 -2.129 0.133
H -0.241 3.509 -2.177 0.139
O -1.616 1.646 0.468 -0.328
O -3.780 -0.696 0.926 0.070
C -2.879 -1.133 1.619 -0.568
O -1.629 -0.775 1.569 -0.209
C -3.112 -2.285 2.563 -0.102
C -4.396 -2.633 2.968 0.008
C -4.594 -3.726 3.802 -0.040
C -3.519 -4.501 4.214 0.012
C -2.255 -4.146 3.777 -0.128
C -2.031 -3.048 2.975 0.059
N -1.093 -4.968 4.163 -0.348
O -1.278 -5.885 4.929 0.099
O -0.012 -4.685 3.670 0.054
H -5.230 -2.036 2.624 0.125
H -5.592 -3.984 4.127 0.113
H -3.648 -5.363 4.852 0.123
H -1.035 -2.795 2.660 0.098

***

(5)
36
Properties=species:S:1:pos:R:3:lowdin_charge:R:1 method="wB97M-V/def2-TZVPD" multiplicity=1 total_energy_ha=-755.72731 total_charge=-1 orbital_gap_ev=5.52 relative_energy_ev=1.9339 lumo_energy_ev=2.82
Li -1.282 -0.564 -0.792 0.455
O -1.436 -2.202 -0.184 -0.442
C -1.737 -2.540 -1.524 -0.354
C -2.372 -1.399 -2.535 -0.414
O -1.781 -0.117 -2.653 -0.409
H -2.359 -3.427 -1.404 0.072
H -0.845 -2.898 -2.040 0.063
H -3.443 -1.249 -2.402 0.059
H -2.447 -1.893 -3.503 0.055
C 0.825 1.969 3.459 -0.146
O 0.059 1.334 2.481 -0.182
C 0.311 -0.081 2.403 -0.199
C -0.643 -0.630 1.317 -0.184
N -0.238 0.005 0.008 -0.199
C 0.912 -0.738 -0.541 -0.163
C 1.389 0.136 -1.687 -0.188
O 1.559 1.525 -1.373 -0.171
C 2.812 1.847 -0.937 -0.161
H 0.775 1.483 4.433 0.077
H 0.680 3.045 3.555 0.085
H 1.898 1.845 3.312 0.074
H 0.199 -0.639 3.333 0.116
H 1.366 -0.260 2.192 0.104
H -1.608 -0.314 1.714 0.121
H -0.594 -1.718 1.363 0.105
H 0.147 0.885 0.321 0.102
H 0.511 -1.678 -0.919 0.106
H 1.729 -0.966 0.144 0.110
H 0.649 0.179 -2.486 0.110
H 2.249 -0.333 -2.165 0.117
H 2.861 2.932 -0.843 0.084
H 3.656 1.525 -1.547 0.081
H 2.939 1.432 0.062 0.080
O -2.210 0.781 -0.153 -0.095
H -2.866 1.265 -0.655 0.073
H -1.667 1.460 0.248 0.062

***

(6)
12
Properties=species:S:1:pos:R:3:lowdin_charge:R:1 method="wB97M-V/def2-TZVPD" multiplicity=1 total_energy_ha=-1309.42196 orbital_gap_ev=9.41 relative_energy_ev=1.7588 lumo_energy_ev=0.16
C -0.522 0.963 0.724 -0.281
N -0.353 0.297 -0.518 -0.164
P -0.136 -1.767 -0.036 -0.024
O -1.098 -1.937 1.198 -0.312
S -0.451 -3.058 -1.391 0.241
S 1.665 -1.796 1.077 0.532
H -0.080 0.419 1.525 0.005
H 0.133 1.858 0.793 0.092
H -1.571 1.086 1.111 0.095
H 0.565 0.378 -0.924 0.025
H -1.902 -2.410 1.112 0.055
H 1.989 -2.552 0.127 -0.265

***

(7)
56
Properties=species:S:1:pos:R:3:lowdin_charge:R:1 method="wB97M-V/def2-TZVPD" multiplicity=4 total_energy_ha=-2678.74889 orbital_gap_ev="4.56 / 6.56" relative_energy_ev=4.2324 lumo_energy_ev="0.69 / 0.40"
C 0.954 2.328 1.788 -0.195
C -0.101 2.292 0.828 -0.189
C -1.339 2.240 1.522 -0.189
H 0.006 2.356 -0.250 0.078
C -1.062 2.254 2.923 -0.204
C 0.357 2.292 3.091 -0.196
H 0.898 2.344 4.033 0.095
H 2.013 2.414 1.549 0.097
H -2.326 2.244 1.062 0.090
H -1.802 2.283 3.718 0.097
Co -0.172 0.654 2.081 0.330
C -1.386 -2.294 -2.583 -0.148
H -2.482 -2.292 -2.552 0.054
H -1.001 -3.268 -2.912 0.054
H -1.087 -1.601 -3.402 0.071
Si -0.342 -0.819 -1.447 0.635
C 1.481 -0.802 -1.647 -0.298
C 2.125 0.448 -1.568 -0.107
H 1.553 1.333 -1.251 0.090
C 3.460 0.576 -1.959 -0.081
H 3.929 1.566 -1.951 0.107
C 4.177 -0.547 -2.396 -0.090
H 5.201 -0.438 -2.753 0.101
C 3.567 -1.805 -2.389 -0.094
H 4.133 -2.686 -2.697 0.100
C 2.225 -1.942 -2.012 -0.102
H 1.733 -2.926 -2.036 0.089
C -1.283 0.688 -1.973 -0.317
C -0.876 1.532 -3.020 -0.096
H 0.149 1.479 -3.411 0.105
C -1.814 2.392 -3.611 -0.085
H -1.514 3.005 -4.466 0.103
C -3.125 2.457 -3.129 -0.089
H -3.865 3.088 -3.626 0.102
C -3.476 1.739 -1.981 -0.082
H -4.474 1.832 -1.556 0.103
C -2.549 0.882 -1.385 -0.119
H -2.828 0.298 -0.499 0.104
H -0.597 -0.802 0.023 0.006
H -1.000 -2.262 -1.443 -0.007
C -2.338 -0.858 3.565 -0.050
O -1.222 -0.980 2.664 -0.282
C -0.617 -2.296 2.526 -0.147
C 0.890 -2.185 2.422 -0.154
O 1.248 -0.834 2.043 -0.281
C 2.655 -0.561 2.154 -0.050
H -1.956 -0.586 4.556 0.099
H -2.884 -1.803 3.604 0.089
H -2.979 -0.057 3.192 0.091
H -0.890 -2.905 3.396 0.128
H -0.997 -2.730 1.592 0.107
H 1.356 -2.422 3.388 0.129
H 1.295 -2.861 1.655 0.128
H 2.893 0.179 1.388 0.078
H 2.847 -0.157 3.157 0.101
H 3.240 -1.473 1.985 0.094

***

(8)
51
Properties=species:S:1:pos:R:3:lowdin_charge:R:1 method="wB97M-V/def2-TZVPD" multiplicity=5 total_energy_ha=-3316.94556 orbital_gap_ev="5.18 / 2.56" relative_energy_ev=0.7329 lumo_energy_ev="-1.89 / -4.51"
Co 0.243 0.477 -0.418 0.872
O 1.451 -0.685 0.481 -0.110
C 1.450 -1.979 0.385 -0.308
C 2.650 -2.672 0.678 0.005
C 2.731 -4.031 0.561 -0.021
C 1.612 -4.801 0.170 -0.036
C 0.431 -4.170 -0.089 -0.022
C 0.300 -2.762 -0.005 -0.099
C -0.986 -2.213 -0.272 -0.019
N -1.199 -0.931 -0.344 -0.052
N -2.455 -0.489 -0.539 0.130
C -2.450 0.851 -0.581 -0.389
O -1.388 1.563 -0.467 -0.082
C -3.745 1.529 -0.780 -0.153
C -3.783 2.921 -0.830 -0.012
C -4.988 3.575 -1.021 -0.063
C -6.159 2.843 -1.163 -0.064
C -6.125 1.455 -1.114 -0.064
C -4.923 0.796 -0.924 -0.019
H 3.501 -2.077 0.978 0.127
H 3.671 -4.528 0.769 0.122
H 1.698 -5.874 0.077 0.119
H -0.441 -4.743 -0.384 0.123
H -1.832 -2.881 -0.424 0.141
H -2.862 3.476 -0.714 0.117
H -5.017 4.656 -1.058 0.109
H -7.101 3.354 -1.311 0.109
H -7.039 0.886 -1.225 0.109
H -4.882 -0.283 -0.882 0.109
O 3.967 -4.980 -8.071 -0.354
S 2.990 -5.199 -7.023 0.382
O 3.545 -5.138 -5.684 -0.380
O 2.120 -6.337 -7.241 -0.357
C 1.882 -3.771 -7.141 -0.345
N 1.237 -3.601 -8.292 0.140
C 0.421 -2.562 -8.352 -0.104
C 0.223 -1.694 -7.283 0.001
C 0.946 -1.970 -6.136 -0.227
N 1.782 -3.004 -6.072 0.158
C 0.852 -1.180 -4.879 -0.109
C 1.831 -1.358 -3.905 0.037
C 1.705 -0.701 -2.702 -0.093
N 0.665 0.095 -2.416 -0.023
C -0.261 0.295 -3.362 -0.103
C -0.197 -0.310 -4.601 0.017
H -0.102 -2.410 -9.291 0.112
H -0.449 -0.853 -7.370 0.100
H 2.654 -2.034 -4.092 0.130
H 2.438 -0.832 -1.916 0.113
H -1.088 0.941 -3.096 0.112
H -0.990 -0.129 -5.313 0.115

***

(9)
32
Properties=species:S:1:pos:R:3:lowdin_charge:R:1 method="wB97M-V/def2-TZVPD" multiplicity=2 total_energy_ha=-2043.72728 total_charge=-1 orbital_gap_ev="5.86 / 6.31" relative_energy_ev=2.5744 lumo_energy_ev="2.50 / 2.49"
Ru -0.134 0.707 -0.713 0.888
O -1.199 2.545 5.022 0.065
C -1.054 2.173 3.720 -0.285
C -2.136 1.929 2.896 0.058
C -1.912 1.547 1.578 -0.143
N -0.677 1.402 1.095 -0.021
C 0.379 1.659 1.897 -0.150
C 0.229 2.046 3.208 0.077
C 1.780 1.524 1.280 -0.628
O 2.732 1.810 1.998 0.016
O 1.797 1.163 0.059 -0.155
C -3.149 1.359 0.733 -0.442
O -4.224 1.607 1.235 0.078
O -3.134 1.101 -0.572 -0.144
H -2.139 2.589 5.230 0.105
H -3.159 2.029 3.234 0.124
H 1.116 2.235 3.797 0.132
O 0.722 0.055 -2.495 -0.268
N 1.275 -1.145 -2.432 -0.189
C 2.017 -1.518 -3.497 -0.025
C 2.605 -2.750 -3.568 -0.077
C 2.425 -3.640 -2.504 -0.091
C 1.674 -3.245 -1.428 -0.097
C 1.083 -1.972 -1.371 -0.618
S 0.126 -1.444 -0.044 0.681
H 2.082 -0.756 -4.257 0.134
H 3.193 -3.006 -4.437 0.096
H 2.876 -4.623 -2.524 0.099
H 1.515 -3.896 -0.580 0.101
O -1.867 -1.321 -3.079 -0.633
S -2.824 -0.704 -2.128 0.804
N -2.017 0.541 -1.352 -0.493